w.
Formula: C4H8
Source: the OMol25 dataset
Level of theory: ωB97M-V with the def2-TZVPD basis set

The gap between HOMO and LUMO comes out at 8.82 eV. Its structure (SMILES) is C1=CC1.C. The calculation puts the HOMO energy at -0.3205 hartree.

Geometry as XYZ:
```
12
Properties=species:S:1:pos:R:3:mulliken_charge:R:1
H -1.751 -0.074 -3.154 0.215
H 1.971 1.080 2.025 0.270
H 1.989 -0.016 0.776 0.320
C -1.096 0.470 -0.845 -0.060
H -1.084 1.527 -0.392 0.258
H -1.571 -1.787 -0.708 0.288
C -2.023 0.238 -2.220 -0.420
H -0.255 0.096 -0.140 -0.207
H 0.994 -0.150 1.814 0.409
H 2.841 -0.587 2.111 0.339
C -1.977 -0.738 -1.154 -0.087
C 1.963 -0.061 1.886 -1.324
```

---

x.
Formula: C4H8
Source: the OMol25 dataset
Level of theory: ωB97M-V with the def2-TZVPD basis set

The gap between HOMO and LUMO comes out at 10.88 eV. Its structure (SMILES) is C#CC.C. The calculation puts the HOMO energy at -0.3653 hartree.

Geometry as XYZ:
```
12
Properties=species:S:1:pos:R:3:mulliken_charge:R:1
C -1.631 1.281 1.033 -0.215
H -1.707 -0.999 -1.025 0.283
H 1.136 0.747 -1.138 0.190
H -1.557 2.183 1.558 0.382
H -0.429 -1.530 0.054 0.248
C 2.069 0.371 -0.533 -0.982
H -1.934 -1.889 0.472 0.398
C -1.438 -1.134 0.014 -0.997
H 1.944 0.345 0.536 0.231
H 2.788 1.137 -0.852 0.306
C -1.577 0.077 0.847 -0.097
H 2.337 -0.588 -0.967 0.254
```

---

y.
Formula: C4H8
Source: the OMol25 dataset
Level of theory: ωB97M-V with the def2-TZVPD basis set

The gap between HOMO and LUMO comes out at 10.42 eV. Its structure (SMILES) is C=C(C)C. The calculation puts the HOMO energy at -0.3413 hartree.

Geometry as XYZ:
```
12
Properties=species:S:1:pos:R:3:mulliken_charge:R:1
C -0.006 0.235 0.052 0.724
H 1.152 -0.788 -1.297 0.302
H -0.497 -0.537 -1.917 0.309
C 0.131 1.408 0.683 -0.832
H 0.037 1.428 1.759 0.276
H -1.469 -1.279 0.305 0.298
H 0.710 0.828 -1.855 0.296
C 0.329 -0.076 -1.385 -1.121
H -0.776 -0.730 1.872 0.313
H 0.243 -1.692 0.768 0.298
H 0.716 2.172 0.178 0.269
C -0.570 -0.969 0.836 -1.134
```

---

What should be chosen as the most stable of them? Choose y.

---

w.
Formula: C4H8
Source: the OMol25 dataset
Level of theory: ωB97M-V with the def2-TZVPD basis set

The gap between HOMO and LUMO comes out at 5.77 eV. The calculation puts the HOMO energy at -0.2608 hartree.

Geometry as XYZ:
```
12
Properties=species:S:1:pos:R:3:mulliken_charge:R:1
H 1.219 1.675 -1.066 0.296
C 0.031 0.125 -0.105 0.395
C -1.218 0.207 -0.796 -0.683
H -0.784 0.018 1.768 0.267
C 1.229 0.802 -0.482 -0.832
C 0.024 -0.537 1.256 -1.013
H 2.169 0.771 0.155 0.221
H -1.290 0.535 -1.837 0.384
H -0.353 -1.628 1.139 0.227
H 0.165 -1.086 -1.637 0.177
H -2.120 -0.201 -0.298 0.226
H 0.927 -0.682 1.902 0.335
```

---

x.
Formula: C4H8
Source: the OMol25 dataset
Level of theory: ωB97M-V with the def2-TZVPD basis set

The gap between HOMO and LUMO comes out at 10.22 eV. Its structure (SMILES) is C=C(C)C. The calculation puts the HOMO energy at -0.3342 hartree.

Geometry as XYZ:
```
12
Properties=species:S:1:pos:R:3:mulliken_charge:R:1
C 0.613 -0.474 1.105 -1.237
H -0.720 1.693 0.712 0.341
C -0.566 1.288 -0.284 -1.156
H 1.471 -1.235 1.021 0.318
H -0.439 -0.864 -2.128 0.419
H 0.339 -1.934 -0.873 0.223
H -1.483 1.254 -0.822 0.352
H -0.269 -0.992 1.661 0.254
H 0.870 0.353 1.783 0.350
H 0.219 1.957 -0.739 0.249
C -0.020 -0.093 -0.215 0.978
C -0.016 -0.953 -1.221 -1.091
```

---

y.
Formula: C4H8
Source: the OMol25 dataset
Level of theory: ωB97M-V with the def2-TZVPD basis set

The gap between HOMO and LUMO comes out at 7.13 eV. The calculation puts the HOMO energy at -0.2187 hartree.

Geometry as XYZ:
```
12
Properties=species:S:1:pos:R:3:mulliken_charge:R:1
C -0.603 -1.357 0.238 -0.889
H -0.051 0.485 1.609 0.255
H -0.303 -1.851 1.153 0.314
H -1.620 -1.485 -0.112 0.312
H 1.615 1.488 0.037 0.318
C 0.581 1.365 -0.256 -0.891
H 0.238 1.845 -1.163 0.315
H 1.402 -0.841 -0.362 0.254
H 0.119 -0.494 -1.603 0.252
C 0.351 -0.638 -0.551 -0.246
C -0.334 0.638 0.571 -0.245
H -1.393 0.844 0.438 0.250
```

---

What should be chosen as the most stable of them? Choose x.

---

w.
Formula: C2H3BrN2S
Source: the OMol25 dataset
Level of theory: ωB97M-V with the def2-TZVPD basis set

The gap between HOMO and LUMO (alpha / beta) comes out at 7.23 / 7.53 eV. The calculation puts the HOMO energy (alpha / beta) at -0.3448 / -0.3460 hartree.

Geometry as XYZ:
```
9
Properties=species:S:1:pos:R:3:mulliken_charge:R:1
N 0.865 -1.716 0.101 -0.536
C 0.892 -0.532 -0.071 0.623
N -1.358 0.046 0.268 -0.243
H -0.066 0.785 -1.356 0.291
C -0.157 0.611 -0.302 -0.619
H -1.402 0.311 1.180 0.292
H 0.270 1.520 0.225 0.407
S -1.659 -1.575 -0.023 0.001
Br 2.616 0.550 -0.023 -0.217
```

---

x.
Formula: C2H3BrN2S
Source: the OMol25 dataset
Level of theory: ωB97M-V with the def2-TZVPD basis set

The gap between HOMO and LUMO comes out at 9.19 eV. The calculation puts the HOMO energy at -0.3158 hartree.

Geometry as XYZ:
```
9
Properties=species:S:1:pos:R:3:mulliken_charge:R:1
N -1.272 0.364 -0.271 -0.366
C 1.140 0.182 0.166 0.348
Br 2.577 -0.927 -0.108 -0.094
C -0.472 -0.629 0.308 -0.522
H -0.435 -1.582 -0.182 0.371
S -0.520 1.937 -0.104 0.086
H -1.350 -0.001 -1.219 0.304
N 1.018 1.439 0.072 -0.357
H -0.688 -0.783 1.338 0.229
```

---

What should be chosen as the most stable of them? Choose x.

---

w.
Formula: C2H4F3N
Source: the OMol25 dataset
Level of theory: ωB97M-V with the def2-TZVPD basis set

The gap between HOMO and LUMO (alpha / beta) comes out at 10.31 / 10.31 eV. The calculation puts the HOMO energy (alpha / beta) at -0.3957 / -0.3956 hartree.

Geometry as XYZ:
```
10
Properties=species:S:1:pos:R:3:mulliken_charge:R:1
F 1.634 -0.674 -1.163 -0.147
H 0.016 0.627 1.348 0.320
C -1.142 -0.385 -0.245 -0.881
H -1.848 0.277 0.196 0.277
H -1.117 -0.431 -1.280 0.330
N 1.281 -0.400 0.142 0.309
C 0.104 0.176 0.350 0.218
F 2.378 0.066 0.780 -0.139
H -1.324 -1.347 0.286 0.331
F 0.019 2.091 -0.414 -0.617
```

---

x.
Formula: C2H4F3N
Source: the OMol25 dataset
Level of theory: ωB97M-V with the def2-TZVPD basis set

The gap between HOMO and LUMO comes out at 10.10 eV. The calculation puts the HOMO energy at -0.3351 hartree.

Geometry as XYZ:
```
10
Properties=species:S:1:pos:R:3:mulliken_charge:R:1
H -0.209 -1.492 -0.888 0.260
N -0.845 -0.707 0.990 -0.443
H -0.114 -1.150 1.529 0.213
F 1.719 0.652 0.669 -0.280
C 0.978 0.713 -0.539 0.289
H 1.561 0.327 -1.361 0.202
F -1.767 0.149 -0.927 -0.288
F 0.686 2.047 -0.641 -0.240
C -0.620 -0.500 -0.369 0.063
H -1.389 -0.041 1.538 0.225
```

---

What should be chosen as the most stable of them? Choose x.